Entry 1:
This record from the OMol25 dataset describes C46H42ClN7O2PbS3 as an isolated structure at a distorted geometry. The level of theory is ωB97M-V/def2-TZVPD.

Positions of all 102 atoms, in Å:
Pb -1.55728 0.65632 -1.54305
Cl 1.68564 1.30941 -3.23425
S -0.46034 3.88338 0.89037
S -2.65962 -4.00484 -2.08487
S -3.96825 -1.32472 -1.94926
O -2.17076 2.25179 -3.41291
O 4.28010 4.26381 0.81651
N 2.14498 3.66631 0.93020
N -1.83501 -1.98132 -3.50112
N -1.55708 -0.66077 -3.73604
N 0.13560 -1.35850 -1.03011
N 0.91252 2.15287 2.30077
N -3.36982 1.81760 0.04296
N -1.59709 -0.08347 0.98541
C -1.03458 3.55049 -4.99904
C -4.20057 1.89931 3.64332
C -5.29922 2.93012 1.67395
C -2.74437 -2.28861 -2.63441
C -2.37702 0.58106 1.86780
C 2.38094 -3.42353 -0.09624
C -1.91307 -1.17249 -6.06451
C 0.08979 2.54615 -6.87207
C -0.34519 1.31033 -6.43141
C -1.11009 1.13996 -5.27514
C 1.41342 -4.19869 2.12171
C 3.78523 -0.45674 0.97520
C 0.94395 3.16967 1.39241
C 5.92616 0.53556 1.40728
C 1.34586 -3.74882 0.86267
C -1.44420 -2.29363 2.12339
C -0.27451 3.67520 -6.13608
C -0.07402 -3.42824 0.47952
C -0.03582 -1.87406 0.30001
C 5.13560 -0.59775 1.25703
C 0.02610 -4.45640 2.66773
C -2.30961 0.43882 3.26195
C -0.50432 -5.79229 -0.14844
C 3.21372 0.79767 0.84894
C 2.43631 3.44397 5.56543
C -1.47054 2.29061 -4.48236
C 3.98754 1.94097 1.04860
C -4.30572 2.57818 -0.46521
C 3.49989 3.33814 0.94812
C 0.69535 1.86072 -1.84323
C -1.14766 -1.34196 1.19923
C -0.92801 -3.65456 1.75121
C -3.34941 1.53927 1.36375
C -5.32430 3.13985 0.32198
C 2.25405 -2.63891 -1.19430
C -0.82990 -4.24006 -1.97443
C -0.12676 -5.93239 2.37146
C -4.29127 2.12758 2.25283
C -1.52352 -0.23242 -4.94261
C -0.32919 -6.44094 1.14424
C 1.42455 3.34330 4.42804
C 1.73646 2.16192 3.50677
C -0.45070 -4.49668 -0.54915
C -3.19859 1.09118 4.12086
C 1.17549 -1.76100 -1.65566
C 5.35385 1.78832 1.30960
H 0.71085 2.62968 -7.75672
H -1.29848 4.42620 -4.41556
H 6.98695 0.43681 1.60237
H -0.74515 -6.50058 -0.93684
H -0.09137 -4.23822 3.73018
H 0.87215 -1.54454 0.83478
H -0.38371 -7.52512 1.09214
H -6.04700 3.37357 2.32365
H 1.44599 4.25983 3.83317
H -1.16023 -1.95868 -6.17520
H 0.41250 3.23765 4.82613
H -0.57984 -5.09109 -2.60660
H 2.01016 4.56016 0.47872
H 2.31192 -4.47550 2.66361
H 2.44564 2.52705 6.15929
H 2.78856 2.19269 3.23443
H -0.43815 -3.33678 -2.41646
H -6.10444 3.73128 -0.14064
H 0.05985 4.65743 -6.45844
H 3.35563 -3.87465 0.07757
H 3.44084 3.60135 5.16718
H 1.33540 1.73108 -0.96891
H -2.03200 -0.64203 -7.00569
H 2.19676 4.27782 6.22637
H 5.57141 -1.58500 1.35005
H -4.24114 2.75605 -1.53577
H 2.16393 0.87872 0.60417
H 0.50029 2.92029 -2.01320
H -0.03713 0.42575 -6.98048
H 5.95118 2.68085 1.43417
H -2.19365 -2.19706 2.89702
H -3.11300 0.92987 5.19129
H 0.01103 -6.62435 3.19849
H 3.16862 -1.33466 0.84452
H -4.92554 2.35305 4.31012
H 1.32353 -1.32561 -2.64085
H -1.54727 -0.21004 3.67446
H -1.78550 -4.29462 1.52607
H -0.04427 1.85643 2.45603
H -2.85098 -1.66646 -5.80811
H 1.55584 1.21866 4.02505
H 3.13419 -2.57338 -1.82691

The maximum force comes out at 1.10 eV/Å. As for the charge: -2. The highest occupied orbital energy comes out at -0.5841 eV. Its spin multiplicity is 1. For the total energy, the calculation gives -113183.9964 eV.

=====

Entry 2:
This record from the OMol25 dataset describes C46H42FN5O3PSSiV as an isolated structure. The level of theory is ωB97M-V/def2-TZVPD.

Positions of all 101 atoms, in Å:
V -0.54617 -0.22985 -0.35541
S -4.05540 -2.54312 2.84551
P 1.00763 1.39014 1.19851
Si 0.09750 1.93286 -2.91114
F -2.61977 0.03389 -0.18090
O -5.19107 -1.69261 2.62770
O -3.94744 -3.25406 4.08380
O -1.01426 -1.58564 0.99514
N 1.28440 -2.38777 -1.40122
N -0.85488 1.41922 -1.53264
N -2.68121 -1.67986 2.55474
N 1.29569 -1.53230 -0.50556
N -1.41944 1.01647 3.03040
C 2.36581 -1.78415 0.50421
C -4.63935 3.03777 -0.58727
C -3.86149 -3.65382 1.47530
C -3.03271 1.32367 -0.55130
C 2.20708 1.03287 3.72054
C 3.58635 -4.22163 1.51092
C -4.64550 -4.70452 1.04840
C -2.28000 -3.96999 -0.30929
C -2.08347 -2.09947 1.48249
C 0.20183 -2.28787 -2.30673
C -3.74479 3.78465 -1.34705
C -0.19493 0.77270 3.62009
C 1.01930 1.06248 2.98038
C 4.20636 -3.60790 0.50704
C -4.22586 -5.39011 -0.08589
C -0.80465 -1.34899 -2.07672
C -2.07538 2.01140 -1.29094
C -0.97405 2.01333 -4.44939
C 3.69799 -2.33637 -0.08553
C 2.01260 5.36315 1.31941
C 2.10145 3.98163 1.35071
C 2.22710 0.60957 5.03139
C 3.11916 -0.51233 1.00203
C 4.43219 -1.03248 0.35238
C 0.87330 3.62994 -2.70241
C -0.23809 3.82434 0.80234
C -2.49359 3.29490 -1.69196
C 0.97503 3.20316 1.07468
C -2.70730 -3.28436 0.81305
C -0.86364 -3.11142 -4.27698
C -3.05961 -5.03041 -0.75541
C 1.45429 0.68535 -3.21281
C 2.63473 0.84752 0.59403
C 0.79902 5.97817 1.02840
C 2.35049 -3.68182 2.09070
C -1.88485 -2.18472 -4.07574
C -0.32608 5.21044 0.77877
C -4.27299 1.76220 -0.17614
C 1.76699 -2.57848 1.63099
C -1.85331 -1.31557 -2.98984
C 0.19256 -3.16880 -3.38367
C 1.02922 0.19862 5.62419
C 3.27940 1.52237 -0.36495
C 4.43569 0.97439 -1.08549
C -0.16050 0.28814 4.93828
C 4.96021 -0.20529 -0.77278
H -5.54876 -4.98477 1.57335
H -2.66025 -0.59937 -2.86537
H 3.17982 -0.57176 2.08536
H 5.22771 -1.21863 1.07655
H -1.37299 -3.68113 -0.82071
H -1.11929 3.22843 0.59386
H 0.86356 -2.18429 2.07850
H -1.39890 1.30289 2.06339
H 1.91020 0.31977 -2.29255
H -2.75654 -5.58593 -1.63333
H -2.71116 -2.14170 -4.77550
H 4.83656 1.55586 -1.90625
H 3.15574 0.58017 5.58515
H 1.00214 -3.87809 -3.50405
H -1.81674 3.91620 -2.26482
H 2.92875 2.49813 -0.66849
H 1.38934 3.89969 -3.62906
H -2.12033 0.30192 3.19902
H 2.24378 1.15411 -3.80873
H 5.11644 -4.02012 0.08399
H 1.90871 -4.20578 2.92940
H -1.09579 0.01910 5.41419
H -4.02253 4.77873 -1.67381
H -0.35210 1.85647 -5.33537
H 3.13408 1.33119 3.24157
H 3.04205 3.50409 1.58969
H -4.91515 1.12228 0.41551
H 3.98597 -5.13993 1.92217
H -4.81548 -6.22031 -0.45269
H 5.80027 -0.60346 -1.33267
H -1.47336 2.97689 -4.56622
H 1.02982 -0.16913 6.64246
H 1.59821 3.67154 -1.88949
H 0.73431 7.05857 1.00570
H 3.64696 -2.43148 -1.17063
H -5.60652 3.43673 -0.31642
H 0.13347 4.40764 -2.49727
H -0.89342 -3.78076 -5.12667
H 1.07893 -0.17451 -3.77048
H -1.74091 1.23506 -4.44244
H -1.27622 5.68172 0.56220
H 2.88803 5.96433 1.52953

The maximum force comes out at 0.64 eV/Å. The value obtained for the energy above the lowest of the compared OMol25 structures with the same formula, charge and spin is 56.8 kcal per mole. The highest occupied orbital energy (alpha / beta) comes out at -7.6150 / -7.8224 eV. Its spin multiplicity is 3. For the total energy, the calculation gives -118384.0033 eV.